Record 1
C4H7N3 | the ωB97M-V functional and the def2-TZVPD basis

Geometry as XYZ:
```
14
Properties=species:S:1:pos:R:3:forces:R:3
N 0.92159 0.39156 -0.52947 -0.214 0.024 -0.006
C -0.08527 1.24442 -0.40348 -0.189 -0.154 -0.180
H -0.09711 -2.94928 1.62785 -0.104 0.096 -0.066
H 3.02276 0.36518 -0.46362 -0.131 0.022 0.093
H -2.25265 -0.71542 0.36913 0.136 -0.156 0.100
C -1.56864 -1.44385 0.77410 0.336 -0.353 0.217
N -2.43221 1.08392 -0.84480 0.211 0.133 -0.149
H 2.22018 -0.09515 1.06315 -0.001 0.093 -0.124
C 2.16894 0.56732 0.19099 0.119 0.067 0.085
C -0.78019 -2.23872 1.21799 -0.367 0.328 -0.182
N -1.19291 1.25009 -0.96676 0.121 -0.016 0.144
H -2.87511 1.47733 -1.68280 0.066 -0.068 0.109
H 0.73119 -0.53982 -0.88379 -0.001 0.131 -0.001
H 2.21943 1.60244 0.53152 0.016 -0.147 -0.041
```
Forces are in eV/Å.

Values from the calculation:
Relative energy (zero: lowest compared OMol25 entry of this formula, charge and spin)   5.087 eV
LUMO   0.65 eV
Calculated total energy   -320.6964 Ha
Frontier orbital gap   0.346 Ha
Multiplicity   1

The net atomic charges from Löwdin, expressed in e, are: -0.076, -0.141, 0.012, 0.078, -0.012, -0.016, 0.027, 0.077, -0.097, -0.010, -0.102, 0.052, 0.125, 0.081



Record 2
C3HClN3OS2 | the ωB97M-V functional and the def2-TZVPD basis

Geometry as XYZ:
```
11
Properties=species:S:1:pos:R:3:forces:R:3
C -1.60223 0.29206 -0.14723 1.196 0.897 0.574
N 1.74351 0.34191 0.76423 -0.321 -0.616 0.889
S -3.09428 -1.75023 -0.75067 -0.014 0.000 0.148
H -2.02553 1.01972 -0.81848 -0.638 -0.529 -0.472
C -2.16072 -0.98379 0.44875 -0.952 -0.621 -0.424
Cl 2.23586 1.18213 -1.68447 -0.643 0.210 -0.207
N 0.57867 0.85622 0.76025 -0.691 1.416 2.466
S 4.02231 -0.47589 -0.16245 1.443 -1.068 0.211
N -0.43279 0.61156 0.20309 -0.430 -0.541 -1.469
O -1.83962 -1.31586 1.57418 0.148 0.241 0.021
C 2.57480 0.22219 -0.18721 0.904 0.609 -1.738
```
Forces are in eV/Å.

Values from the calculation:
Relative energy (zero: lowest compared OMol25 entry of this formula, charge and spin)   0.000 eV
LUMO   2.46 eV
Total charge   -1
Structure (SMILES)   [O-]C(=S)/C=N\N=N/C(=S)Cl
Calculated total energy   -1610.9377 Ha
Frontier orbital gap   0.265 Ha
Multiplicity   1

The net atomic charges from Löwdin, expressed in e, are: -0.110, -0.052, 0.473, 0.111, -1.048, 0.447, 0.031, 0.491, 0.082, -0.058, -1.368



Record 3
C5H8O | the ωB97M-V functional and the def2-TZVPD basis

Geometry as XYZ:
```
14
Properties=species:S:1:pos:R:3:forces:R:3
C -0.81406 0.10731 0.53354 -0.644 -1.101 -0.106
H -1.38561 -0.70498 1.13190 0.518 0.182 0.167
O -0.53089 1.09374 1.33062 0.592 0.431 0.597
H 2.26235 -1.45824 0.10720 -0.110 0.155 0.021
C 0.26524 -0.55611 -0.30145 -0.103 0.160 -0.023
C 1.63740 -0.59000 0.29483 0.132 -0.084 0.132
H -2.93535 -0.24589 -0.13806 0.256 0.100 -0.050
C -2.11864 0.47203 -0.05012 -0.754 0.310 -0.627
H 1.24904 1.40240 -0.58322 0.017 -0.164 -0.048
H -0.05746 -1.39125 -0.92000 0.035 0.156 0.130
H 1.73860 -0.13971 1.27957 -0.002 -0.083 -0.155
C 1.33677 0.34975 -0.83593 0.077 0.099 -0.192
H 1.74091 0.13513 -1.82104 -0.048 0.025 0.184
H -2.38829 1.52583 -0.02786 0.033 -0.185 -0.030
```
Forces are in eV/Å.

Values from the calculation:
Relative energy (zero: lowest compared OMol25 entry of this formula, charge and spin)   5.096 eV
LUMO (spin up / spin down)   -0.53 / -1.27 eV
Calculated total energy   -270.3706 Ha
Frontier orbital gap (spin up / spin down)   0.338 / 0.287 Ha
Multiplicity   1

The net atomic charges from Löwdin, expressed in e, are: -0.594, 0.194, 0.006, 0.100, -0.245, -0.117, 0.069, 0.178, 0.105, 0.140, 0.105, -0.112, 0.099, 0.074